Below is a structure of composition C21H38NO3P2Sn at a distorted geometry, with properties calculated with the ωB97M-V functional and the def2-TZVPD basis.

Each line ends with the Mulliken charge.
Positions of all 66 atoms, in Å:
C  -1.887  -2.315  3.372  -1.107
C  -0.935  -1.752  2.454  1.006
N  -1.443  -0.884  1.488  0.429
C  -2.612  -0.249  1.727  0.459
C  -3.409  -0.548  2.840  -0.927
C  -3.058  -1.633  3.654  -0.490
C  0.440  -2.110  2.550  -1.463
P  1.533  -1.480  1.215  1.091
Sn  0.086  0.098  -0.182  0.076
P  -2.355  0.836  -0.858  1.241
C  -3.016  0.944  0.864  -1.024
C  1.193  0.137  -2.131  0.872
C  2.526  0.582  -2.031  -0.653
C  3.284  0.767  -3.203  -0.594
C  2.773  0.459  -4.456  -0.594
C  1.472  -0.068  -4.543  -0.544
C  0.697  -0.249  -3.368  -0.731
O  -0.624  -5.771  1.197  -0.607
O  1.284  -4.483  -2.292  -0.616
H  -1.564  -3.170  3.958  0.394
H  -4.294  0.052  3.031  0.452
H  -3.696  -1.912  4.489  0.430
C  2.458  -0.450  2.387  -1.442
C  2.752  -2.593  0.437  -0.895
H  -4.120  1.009  0.742  0.585
H  -2.652  1.906  1.304  0.417
H  -0.156  -4.932  0.995  0.270
H  0.528  -3.162  2.896  0.393
C  -2.425  2.488  -1.585  -1.282
C  -3.559  -0.209  -1.722  -1.452
H  2.970  0.796  -1.063  0.497
H  4.286  1.191  -3.117  0.395
H  3.364  0.612  -5.363  0.385
H  1.065  -0.328  -5.510  0.436
H  -0.298  -0.690  -3.470  0.304
H  -1.317  -1.003  -1.123  -0.356
H  0.701  -4.328  -3.149  0.339
H  0.640  -4.016  -1.629  0.251
H  -1.484  -5.521  0.750  0.330
H  -1.534  -1.464  -1.730  0.251
H  2.897  -1.163  3.093  0.541
H  3.216  0.212  1.963  0.375
H  1.708  0.118  2.944  0.240
H  3.172  -3.328  1.144  0.395
H  2.348  -3.161  -0.417  0.178
H  3.585  -2.018  0.001  0.390
H  -4.498  0.366  -1.717  0.491
H  -3.236  -0.382  -2.759  0.412
H  -3.713  -1.168  -1.206  0.401
H  -3.498  2.715  -1.710  0.480
H  -1.945  3.236  -0.930  0.362
H  -1.924  2.453  -2.571  0.363
C  1.127  3.438  -0.577  -1.272
C  0.921  2.898  0.844  1.696
C  2.214  2.961  1.642  -1.630
C  -0.206  3.638  1.549  -1.567
O  0.559  1.564  0.993  -0.303
H  1.319  4.531  -0.531  0.438
H  0.258  3.305  -1.234  0.153
H  1.988  2.991  -1.088  0.316
H  2.551  3.991  1.818  0.461
H  2.039  2.447  2.593  0.347
H  2.998  2.395  1.124  0.227
H  -1.141  3.583  0.974  0.142
H  -0.398  3.126  2.499  0.337
H  0.044  4.693  1.733  0.499

Lowest unoccupied orbital energy, eV: -3.275
Total charge: +1
Energy above the lowest of the compared OMol25 structures with the same formula, charge and spin, kJ/mol: 193.0
Frontier orbital gap, eV: 6.48